# 1
Here is C5H11NO in the gas phase from OMol25. Energies are from ωB97M-V/def2-TZVPD.

Values from the calculation:
Energy above the lowest of the compared OMol25 structures with the same formula, charge and spin in kJ/mol: 197.2
Net charge: 0
SMILES: CNC(=O)C(C)C
Highest occupied orbital energy in eV: -9.561

CARTESIAN COORDINATES (ANGSTROEM)
O 0.607 -0.364 1.689
N 1.417 0.248 -0.425
C -1.570 -1.493 0.036
C 0.532 -0.121 0.508
C -1.664 1.065 0.220
C -0.942 -0.163 -0.313
C 2.868 0.500 -0.221
H -1.172 1.986 -0.121
H -1.005 -0.078 -1.442
H -2.713 1.102 -0.090
H -2.632 -1.527 -0.222
H 3.501 -0.234 -0.731
H 0.584 0.110 -1.086
H 3.107 0.445 0.854
H -1.612 1.030 1.309
H 3.162 1.499 -0.565
H -1.451 -1.632 1.112
H -1.065 -2.322 -0.477

# 2
Here is C5H11NO in the gas phase from OMol25. Energies are from ωB97M-V/def2-TZVPD.

Values from the calculation:
Energy above the lowest of the compared OMol25 structures with the same formula, charge and spin in kJ/mol: 43.3
Net charge: 0
SMILES: CC(C)N(C)C=O
Highest occupied orbital energy in eV: -9.297

CARTESIAN COORDINATES (ANGSTROEM)
O 0.041 0.903 -2.622
N -0.335 0.715 -0.369
C 1.427 -0.350 1.016
C 0.574 -0.430 -0.247
C -0.168 -1.765 -0.341
C -1.082 1.204 0.770
C -0.510 1.267 -1.600
H -0.421 1.611 1.544
H -1.222 2.116 -1.585
H 2.198 -1.127 0.981
H 1.928 0.620 1.102
H 1.225 -0.345 -1.122
H -1.702 0.418 1.218
H -0.848 -1.770 -1.198
H -0.744 -1.977 0.569
H 0.832 -0.518 1.922
H 0.551 -2.581 -0.476
H -1.745 2.008 0.438

# 3
Here is 2 unconnected molecules or ions with the total composition C5H11NO from OMol25. Energies are from ωB97M-V/def2-TZVPD.

Values from the calculation:
Energy above the lowest of the compared OMol25 structures with the same formula, charge and spin in kJ/mol: 192.7
Net charge: 0
SMILES: C=NCC.CC=O
Highest occupied orbital energy in eV: -9.678

CARTESIAN COORDINATES (ANGSTROEM)
O -1.673 -0.222 -1.055
N 0.761 0.100 1.032
C -1.357 -2.232 0.235
C 0.506 2.169 -0.471
C 0.213 1.438 0.835
C 1.606 -0.370 0.218
C -1.027 -1.218 -0.822
H -0.112 -1.442 -1.411
H 0.564 2.023 1.694
H 1.986 0.150 -0.670
H 1.578 2.256 -0.676
H 0.020 1.664 -1.314
H -1.464 -3.217 -0.233
H 0.102 3.185 -0.411
H -0.873 1.342 0.956
H -2.276 -1.955 0.753
H -0.534 -2.287 0.956
H 1.979 -1.384 0.385

# 4
Here is C5H11NO in the gas phase from OMol25. Energies are from ωB97M-V/def2-TZVPD.

Values from the calculation:
Energy above the lowest of the compared OMol25 structures with the same formula, charge and spin in kJ/mol: 263.7
Net charge: 0
SMILES: C[C@@H](C=O)N(C)C
Highest occupied orbital energy in eV: -8.789

CARTESIAN COORDINATES (ANGSTROEM)
O -1.133 -0.152 -2.747
N 0.137 0.329 0.787
C 1.618 0.039 -1.192
C 0.160 -1.102 1.261
C 0.180 0.381 -0.705
C -0.790 -0.420 -1.609
C -1.044 1.098 1.250
H -0.991 1.097 2.267
H 1.060 -1.584 1.131
H -0.090 1.501 -0.816
H 2.225 0.722 -0.568
H 0.064 -1.061 2.408
H 1.532 0.426 -2.237
H 1.979 -0.965 -0.994
H -0.913 2.077 0.884
H -0.802 -1.654 1.096
H -2.004 0.634 0.931
H -1.188 -1.365 -1.148

Per-record Kohn-Sham gap, eV: 10.45; 10.17; 10.73; 9.73
Per-record E_tot, a.u.: -327.05624; -327.11487; -327.05794; -327.03092
Per-record LUMO level, eV: 0.89; 0.87; 1.05; 0.94